Record 1
ORCA calculation (ωB97M-V/def2-TZVPD) on a structure of composition C17H33OY.

Geometry (Å):
C1 1.436 1.927 -1.380
H1 2.265 2.298 -0.736
H2 1.862 1.841 -2.377
H3 1.628 -1.011 1.748
C2 0.228 2.821 -1.376
H4 -0.633 2.321 -1.848
H5 -0.063 3.015 -0.331
C3 0.417 4.188 -2.067
H6 -0.467 4.823 -1.971
H7 1.254 4.754 -1.653
H8 0.589 4.085 -3.136
C4 -0.945 -1.665 -0.286
C5 -1.605 -0.963 -1.326
C6 -0.661 -0.648 -2.328
C7 0.594 -1.179 -1.942
C8 0.411 -1.865 -0.695
C9 1.479 -2.546 0.075
C10 1.851 -1.113 -2.727
C11 -0.922 0.071 -3.600
C12 -3.068 -0.708 -1.396
C13 -1.591 -2.275 0.898
Y1 1.114 0.243 0.342
H9 2.743 -1.306 -2.116
H10 1.859 -1.863 -3.536
H11 1.974 -0.130 -3.204
H12 2.493 -2.208 -0.203
H13 1.375 -2.356 1.180
H14 1.437 -3.643 0.006
H15 -2.438 -1.662 1.249
H16 -1.990 -3.287 0.685
H17 -0.881 -2.375 1.733
H18 -3.297 0.125 -2.083
H19 -3.618 -1.597 -1.770
H20 -3.483 -0.461 -0.401
H21 -0.129 0.804 -3.816
H22 -0.959 -0.630 -4.451
H23 -1.883 0.603 -3.572
C14 1.918 0.660 3.492
C15 0.538 0.039 3.301
O1 -0.155 0.691 2.180
C16 -1.353 1.496 2.479
C17 -2.020 1.208 3.811
H24 2.563 0.549 2.587
H25 2.427 0.130 4.310
H26 1.826 1.734 3.734
H27 0.590 -1.032 3.029
H28 -0.064 0.043 4.216
H29 -1.011 2.538 2.435
H30 -2.044 1.317 1.644
H31 -1.461 1.588 4.665
H32 -2.968 1.741 3.830
H33 -2.258 0.158 3.976

Kohn-Sham gap (spin up / spin down)   0.206 / 0.207 Ha
Total charge   +2
LUMO energy (spin up / spin down)   -9.19 / -9.15 eV


Record 2
ORCA calculation (ωB97M-V/def2-TZVPD) on a structure of composition C7H24BaO11P.

Geometry (Å):
Ba1 0.885 0.254 0.253
P1 -0.644 -0.711 4.733
O1 -0.957 -2.174 4.347
O2 -0.014 -1.000 6.079
O3 -1.640 0.474 4.549
O4 0.666 -0.606 3.957
C1 -1.066 -0.776 -4.003
O5 -1.084 0.299 -3.134
H1 -2.052 -0.738 -4.465
H2 -0.305 -0.792 -4.783
H3 -0.995 -1.708 -3.442
H4 -1.514 1.035 -3.577
C2 6.178 1.676 1.043
O6 5.059 0.801 0.910
H5 7.001 1.161 1.538
H6 6.496 1.884 0.022
H7 5.803 2.619 1.440
H8 5.347 0.020 0.432
C3 -4.176 1.049 0.574
O7 -2.918 1.416 1.002
H9 -4.898 1.760 0.977
H10 -4.265 1.040 -0.512
H11 -4.432 0.072 0.985
H12 -2.863 1.248 1.946
C4 -2.564 -5.493 1.308
C5 -2.763 -4.098 0.770
O8 -1.751 -3.158 1.018
O9 -2.445 -5.426 2.697
H13 -1.680 -5.976 0.892
H14 -3.442 -6.122 1.162
H15 -3.785 -3.746 0.908
H16 -2.613 -4.232 -0.301
H17 -1.566 -3.161 1.960
H18 -2.097 -4.570 2.956
C6 1.840 4.417 -2.033
C7 2.360 3.446 -3.159
O10 2.933 2.285 -2.635
O11 0.893 3.791 -1.160
H19 1.344 5.265 -2.504
H20 2.680 4.792 -1.450
H21 3.131 3.981 -3.715
H22 1.555 3.242 -3.865
H23 3.603 2.046 -3.279
H24 0.755 4.413 -0.441

Kohn-Sham gap   0.095 Ha
Total charge   -1
LUMO energy   1.06 eV


The calculation returns the following DFT total energy values, one per record and in order: -780.3614; -1475.3859 Eh.
The calculation returns the following M values, one per record and in order: 342.4; 452.6 Da.